Computed, not measured: a molecular structure, C26H32FN3O5SiTc, with ωB97M-V with the def2-TZVPD basis set.

Cartesian coordinates (Å):
1 H -2.01661 6.64833 -3.00473
2 C 3.40151 0.28866 0.88454
3 N -1.46118 7.27072 -1.06501
4 C -3.13128 -5.16727 0.18083
5 O 4.08903 -2.27867 1.36529
6 C -2.05830 -7.43144 1.37486
7 H 2.47888 4.10340 0.07026
8 H -0.33679 4.76473 -3.07538
9 O 0.46936 -1.22555 -0.56506
10 C 2.54955 -0.72657 0.50478
11 H -2.31326 5.46158 -1.70875
12 H 0.41919 6.32225 -2.80161
13 C 1.75703 3.34887 -0.20270
14 H 4.32428 0.01395 1.38115
15 H 2.80724 3.71617 2.42191
16 C -0.24117 5.56849 -2.35145
17 C -0.30768 2.74219 -1.23794
18 Si -1.15614 -3.40607 1.17613
19 C 1.09946 1.01673 -0.37053
20 C -2.30489 -1.96225 0.90172
21 C -1.45492 -6.19703 1.56415
22 F -1.46794 3.12533 -1.81250
23 H -0.73640 7.59958 0.89051
24 C -1.98354 -5.04689 0.97338
25 H 0.39043 -2.27580 2.73834
26 C -3.19555 -7.53280 0.58685
27 C 0.60584 3.74710 -0.85542
28 C 2.01267 1.99289 0.05480
29 H -3.56636 -4.29131 -0.28791
30 H 0.92639 5.70841 0.79579
31 H 4.51632 3.88093 2.83703
32 N 3.17817 1.58538 0.68560
33 C -1.60809 6.18848 -2.10661
34 H -1.64266 -8.31312 1.84334
35 C -0.11070 -3.24474 2.71158
36 C -1.41551 -6.09014 -3.19387
37 H -0.53591 -6.30242 -3.79569
38 H -2.37392 7.68158 -0.86023
39 Tc 0.58149 -3.25737 -0.60866
40 H -1.52572 6.02661 0.62018
41 C 3.02518 -2.12206 0.82421
42 H 3.64182 2.41341 3.27125
43 C 3.75251 3.17967 2.50478
44 H 5.10678 2.01552 1.29244
45 C 0.51431 6.12390 -0.12125
46 H -2.80803 -2.00860 -0.06426
47 C -0.55649 -4.34457 -1.88209
48 H 4.33570 3.30486 0.40668
49 H 1.20851 6.90085 -0.46745
50 H 0.65211 -4.01967 2.77643
51 H -1.76875 -1.01619 0.96943
52 O 0.27993 -5.14069 -1.34411
53 H -3.66882 -8.49501 0.44317
54 C 1.35473 -0.39065 -0.14706
55 O -1.37975 -4.68138 -2.79903
56 H -1.43874 -6.71536 -2.30554
57 C 4.17158 2.55974 1.18347
58 C -0.07719 1.42084 -1.02276
59 H -3.07274 -1.98180 1.67972
60 N 0.36503 5.09643 -1.12554
61 H -0.75322 -3.31711 3.59349
62 H -4.62835 -6.47876 -0.61462
63 O 2.22200 -3.09202 0.47205
64 H -0.88392 8.02657 -1.44487
65 H -2.32145 -6.19590 -3.77846
66 C -3.73397 -6.39970 -0.01078
67 H -0.56468 -6.13610 2.17888
68 H -0.80270 0.68226 -1.33290
69 C -0.83365 6.75864 0.20578

## Properties
Expectation value of S² = 3.78
Maximum force = 0.0126 Eh/bohr
2S+1 = 4
Kohn-Sham gap (alpha / beta) = 7.73 / 7.17 eV
Energy relative to the best compared isomer or geometry (same formula, charge and spin) = 5.4 kcal per mole
Total energy = -2020.1000 Eh
Charge = +2

Computed, not measured: C26H32N2O2 in the gas phase, with ωB97M-V with the def2-TZVPD basis set.

Cartesian coordinates (Å):
1 C 0.25523 -1.17737 -0.72857
2 C 7.60806 -1.97567 -2.37931
3 H 0.97029 -1.47870 -2.74052
4 C -2.46011 -0.90292 0.26087
5 C 1.89278 -2.03676 0.95913
6 H 2.33441 -1.87275 1.94480
7 H 7.26052 -2.78869 -1.76085
8 H -4.22382 -1.38039 1.36607
9 C -7.55643 1.92644 3.44258
10 C 2.41406 -2.30051 -1.35122
11 C 9.20317 -1.12134 -3.95810
12 H -5.37660 3.71371 1.74580
13 C 5.72167 -0.52233 -1.59098
14 H -0.29758 -2.12843 -0.74642
15 C 1.38174 -1.24052 -1.75952
16 O -0.59752 -0.11046 -1.11864
17 C -1.84879 -0.00083 -0.60430
18 H 6.87355 1.20783 -3.22912
19 H -2.08728 1.80667 -1.70766
20 H -1.95232 -1.79624 0.58879
21 H 1.32097 0.03773 0.68318
22 H 5.52495 -2.35970 -0.57101
23 C -6.54757 2.86438 4.10009
24 C 5.14250 -1.36393 -0.73827
25 C 7.39630 0.26160 -3.20613
26 C -4.44535 0.46761 0.32381
27 H -4.42179 3.26449 3.98526
28 H -7.33565 0.89475 3.72289
29 C 8.73748 -2.14992 -3.15489
30 H -4.14659 2.43410 1.65181
31 H 1.94084 -3.28796 -1.37194
32 C 0.85171 -0.94799 0.66315
33 C -5.14950 2.56923 3.56390
34 N -6.12239 1.80123 1.46084
35 H 1.39416 -3.01238 0.96975
36 O -6.72071 -0.15869 0.51766
37 C 8.52648 0.08653 -3.98090
38 C -2.56376 1.12703 -1.01868
39 H 8.88172 0.89403 -4.60477
40 C -7.47154 2.05620 1.92270
41 C -3.84160 1.35850 -0.56102
42 H -7.75762 3.06963 1.61750
43 C -3.74977 -0.66939 0.70582
44 C -5.85607 0.65922 0.78092
45 N 2.95527 -2.10998 -0.01992
46 H -4.85650 1.55545 3.84525
47 H -8.12684 1.33361 1.43362
48 H 9.26082 -3.09504 -3.13379
49 H 4.22000 -0.95034 1.12090
50 H -8.56932 2.16063 3.77245
51 H 5.28752 0.46331 -1.71934
52 H 1.85058 -0.25768 -1.82355
53 C 3.92753 -1.03051 0.06712
54 H 3.52965 -0.05226 -0.24631
55 H -6.81184 3.90047 3.87400
56 H 0.07183 -0.96165 1.42579
57 H 3.24336 -2.30282 -2.06143
58 C -5.13543 2.68343 2.03653
59 H 10.08744 -1.26114 -4.56213
60 C 6.91542 -0.76375 -2.38919
61 H -6.56785 2.74147 5.18440
62 H -4.38389 2.22974 -0.89894

## Properties
Maximum force = 0.0108 Eh/bohr
Kohn-Sham gap = 9.20 eV
Energy relative to the best compared isomer or geometry (same formula, charge and spin) = 45.3 kcal per mole
Total energy = -1269.9391 Eh
SMILES = O=C(c1ccc(OC2CCN(C/C=C/c3ccccc3)CC2)cc1)N1CCCCC1

Computed, not measured: C26H32N4O2S in the gas phase, with ωB97M-V with the def2-TZVPD basis set.

Cartesian coordinates (Å):
1 C 1.11656 3.87122 -0.19131
2 H 2.34059 2.59484 4.98781
3 C 0.26279 1.64130 -0.14794
4 C 2.36169 3.39505 -0.55791
5 S -1.42772 -1.22590 -3.89153
6 C -2.81131 1.62818 3.45845
7 N 0.62129 2.48250 3.81440
8 H 3.53023 1.65587 -1.01364
9 C -1.08312 -4.25501 -1.25155
10 H -1.72926 -5.07925 -1.56003
11 C 0.15442 -1.12432 1.48553
12 H -0.08894 -5.46103 0.22696
13 C 1.53335 -3.26878 -0.34698
14 H -1.81784 -0.26162 1.60927
15 H 0.47086 -2.06263 -1.77655
16 C 0.45102 0.49212 -3.60289
17 H 2.17911 -2.45647 -0.00916
18 H -3.19699 2.34941 4.17296
19 C 1.62464 3.25135 4.49015
20 C 0.04686 3.00957 0.02295
21 H 1.89337 -0.39792 -5.00411
22 N -0.66365 2.60291 4.14474
23 N -0.77228 0.69778 0.10773
24 C -0.44671 1.10003 2.49520
25 C 0.02141 -1.43177 -4.79469
26 H 2.15986 3.88929 3.78360
27 H 0.78140 -3.66786 1.62589
28 H 1.76947 1.35292 2.43832
29 C -1.33408 1.77314 3.36343
30 C -1.28649 3.55790 0.43011
31 H 2.11866 -4.19035 -0.33342
32 H -2.66186 1.01297 -2.50233
33 H 0.96351 4.93302 -0.06167
34 H 1.01736 1.34678 -3.27712
35 H 3.17716 4.08565 -0.71355
36 H 1.86419 -2.90957 -2.44831
37 H 0.11368 -2.26806 -5.45858
38 H -1.67620 -3.33938 -1.30320
39 N -0.34411 -2.15936 0.79740
40 H -1.52477 4.44791 -0.14957
41 H 1.12377 3.86972 5.23208
42 H -1.21570 -2.03869 0.29405
43 H -1.26671 3.83939 1.48273
44 H -3.28119 1.79543 2.49016
45 C 0.36846 -3.41335 0.64075
46 C -0.79346 0.09716 1.45359
47 C 2.56143 2.03509 -0.72631
48 H -2.07587 2.82363 0.29258
49 H -3.07237 0.62506 3.79445
50 C -1.62222 0.97341 -2.16819
51 C -0.60216 -4.49840 0.17844
52 C 1.02252 -3.00519 -1.75866
53 C 0.80101 1.59009 2.82548
54 H 1.65127 0.09677 -0.64053
55 O -2.36160 -0.71294 -0.62857
56 C -0.80605 0.21649 -3.16042
57 H -1.22793 1.98342 -2.06333
58 H -1.45492 -4.53760 0.85930
59 C 0.10263 -4.13731 -2.20362
60 O 1.22055 -1.13375 2.06750
61 C -1.62167 0.23908 -0.82973
62 H -0.25598 -3.95148 -3.21738
63 C 1.51099 1.16037 -0.52127
64 H 0.66240 -5.07597 -2.21099
65 C 0.92460 -0.45286 -4.54098

## Properties
Maximum force = 0.0184 Eh/bohr
Kohn-Sham gap = 9.39 eV
Energy relative to the best compared isomer or geometry (same formula, charge and spin) = 13.7 kcal per mole
Total energy = -1777.7095 Eh
SMILES = Cc1ccccc1N(C(=O)Cc1cccs1)[C@@H](C(=O)NC1CCCCC1)c1cn(C)nc1C

What is the formula in the second record?
C26H32N2O2

What is the total energy in the first record?
-2020.1000 Eh